[1]
C40H102AsF15N7O13 | ωB97M-V/def2-TZVPD

Positions of all 178 atoms, in Å:
C1 -11.268 -13.474 -18.535
C2 -10.525 -12.184 -18.801
C3 -9.135 -12.054 -18.219
O1 -8.641 -10.797 -18.629
C4 -8.469 -9.850 -17.597
N1 -10.413 -11.872 -20.260
H1 -9.712 -11.126 -20.395
H2 -9.991 -12.677 -20.774
H3 -11.292 -11.659 -20.736
H4 -11.336 -13.742 -17.480
H5 -10.869 -14.301 -19.125
H6 -12.342 -13.407 -18.750
H7 -11.133 -11.333 -18.477
H8 -8.437 -12.816 -18.560
H9 -9.209 -12.094 -17.129
H10 -7.908 -10.301 -16.777
H11 -9.408 -9.415 -17.227
H12 -7.931 -8.975 -17.956
C5 -16.334 -12.367 -18.874
C6 -14.916 -12.335 -19.433
C7 -14.680 -13.272 -20.607
O2 -13.392 -12.937 -21.077
C8 -12.889 -13.832 -22.048
N2 -14.615 -10.921 -19.890
H13 -15.287 -10.530 -20.549
H14 -14.748 -10.305 -19.084
H15 -13.650 -10.830 -20.256
H16 -16.575 -13.351 -18.482
H17 -17.050 -12.115 -19.665
H18 -16.518 -11.580 -18.140
H19 -14.255 -12.594 -18.608
H20 -15.427 -13.205 -21.405
H21 -14.692 -14.280 -20.178
H22 -11.962 -13.454 -22.474
H23 -13.569 -13.871 -22.916
H24 -12.812 -14.855 -21.675
C9 -13.910 -6.282 -14.876
C10 -12.852 -5.491 -15.592
C11 -13.150 -5.291 -17.066
O3 -12.327 -4.283 -17.558
C12 -12.591 -3.693 -18.807
N3 -12.727 -4.120 -14.953
H25 -12.178 -3.528 -15.588
H26 -13.637 -3.681 -14.793
H27 -12.301 -4.230 -14.031
H28 -13.748 -6.514 -13.824
H29 -14.091 -7.230 -15.388
H30 -14.898 -5.809 -14.915
H31 -11.868 -5.946 -15.472
H32 -14.218 -5.063 -17.212
H33 -13.048 -6.228 -17.624
H34 -13.645 -3.414 -18.915
H35 -12.353 -4.385 -19.623
H36 -12.003 -2.802 -19.009
C13 -6.601 -13.658 -19.449
C14 -6.183 -13.475 -20.898
C15 -4.706 -13.171 -21.005
O4 -4.324 -13.150 -22.371
C16 -3.034 -13.705 -22.694
N4 -6.559 -14.621 -21.776
H37 -5.909 -14.650 -22.571
H38 -6.435 -15.555 -21.380
H39 -7.547 -14.548 -22.089
H40 -6.035 -14.411 -18.900
H41 -7.630 -14.008 -19.368
H42 -6.588 -12.665 -19.003
H43 -6.746 -12.604 -21.231
H44 -4.063 -13.755 -20.341
H45 -4.602 -12.123 -20.700
H46 -3.045 -14.747 -22.350
H47 -2.237 -13.185 -22.165
H48 -3.058 -13.663 -23.778
C17 -5.336 -5.777 -21.422
C18 -6.713 -6.333 -21.666
C19 -7.796 -5.556 -20.959
O5 -9.017 -6.223 -21.204
C20 -10.101 -5.514 -20.647
N5 -7.055 -6.311 -23.155
H49 -8.074 -6.458 -23.177
H50 -6.866 -5.376 -23.520
H51 -6.598 -7.001 -23.752
H52 -5.186 -4.729 -21.684
H53 -4.600 -6.366 -21.980
H54 -5.014 -5.976 -20.400
H55 -6.743 -7.406 -21.490
H56 -7.825 -4.490 -21.223
H57 -7.568 -5.542 -19.885
H58 -9.969 -4.454 -20.915
H59 -10.096 -5.645 -19.565
H60 -11.114 -5.623 -21.033
C21 -13.943 -7.952 -24.918
C22 -13.176 -7.688 -23.641
C23 -12.920 -6.210 -23.406
O6 -14.214 -5.629 -23.235
C24 -14.136 -4.249 -22.966
N6 -13.931 -8.173 -22.404
H61 -13.318 -7.977 -21.601
H62 -14.767 -7.596 -22.264
H63 -14.122 -9.167 -22.324
H64 -13.208 -7.726 -25.695
H65 -14.706 -7.183 -25.055
H66 -14.411 -8.931 -25.005
H67 -12.255 -8.271 -23.585
H68 -12.395 -5.689 -24.204
H69 -12.438 -6.149 -22.421
H70 -13.629 -3.700 -23.766
H71 -13.627 -4.010 -22.024
H72 -15.141 -3.832 -22.928
C25 -12.273 -11.196 -25.107
C26 -12.603 -11.057 -26.588
C27 -11.465 -11.521 -27.476
O7 -11.771 -11.226 -28.816
C28 -11.358 -9.930 -29.246
N7 -13.832 -11.926 -26.862
H73 -14.432 -11.763 -26.054
H74 -14.324 -11.711 -27.733
H75 -13.668 -12.937 -26.893
H76 -11.389 -10.592 -24.898
H77 -12.022 -12.213 -24.799
H78 -13.032 -10.815 -24.415
H79 -12.965 -10.075 -26.890
H80 -11.397 -12.611 -27.422
H81 -10.534 -11.051 -27.151
H82 -10.277 -9.903 -29.386
H83 -11.698 -9.126 -28.590
H84 -11.779 -9.761 -30.235
As1 -9.828 -7.202 -26.065
F1 -11.573 -7.081 -26.301
F2 -9.666 -7.773 -27.682
F3 -8.106 -7.365 -25.822
F4 -10.000 -6.580 -24.411
F5 -10.099 -8.820 -25.477
F6 -9.636 -5.591 -26.669
C29 -4.699 -9.084 -19.532
O8 -4.907 -8.772 -18.138
O9 -3.504 -9.546 -19.757
C30 -5.829 -9.950 -20.120
F7 -6.070 -11.052 -19.371
F8 -7.006 -9.233 -20.072
F9 -5.625 -10.346 -21.384
C31 -5.857 -7.803 -17.770
C32 -5.873 -7.801 -16.239
H85 -4.977 -7.289 -15.901
H86 -6.742 -7.246 -15.871
H87 -6.003 -8.844 -15.960
H88 -6.870 -8.045 -18.124
H89 -5.645 -6.804 -18.180
H90 -4.803 -8.117 -20.097
C33 -10.930 -9.090 -20.864
O10 -9.684 -9.667 -21.159
O11 -11.956 -9.921 -21.139
C34 -10.877 -8.531 -19.424
F10 -11.837 -7.578 -19.261
F11 -11.084 -9.518 -18.522
F12 -9.742 -7.924 -19.046
C35 -9.231 -9.505 -22.518
C36 -7.861 -10.123 -22.703
H91 -7.113 -9.502 -22.257
H92 -7.770 -11.069 -22.164
H93 -7.671 -10.393 -23.740
H94 -9.190 -8.437 -22.749
H95 -10.019 -10.041 -23.049
H96 -10.946 -8.213 -21.551
C37 -9.395 -14.408 -23.192
O12 -8.744 -15.651 -23.405
O13 -9.301 -14.074 -21.906
C38 -8.926 -13.327 -24.206
F13 -9.314 -13.635 -25.472
F14 -9.444 -12.122 -23.932
F15 -7.590 -13.189 -24.270
C39 -9.197 -16.419 -24.518
C40 -8.386 -17.717 -24.498
H97 -7.316 -17.518 -24.522
H98 -8.568 -18.309 -23.601
H99 -8.698 -18.275 -25.382
H100 -8.919 -16.001 -25.487
H101 -10.263 -16.635 -24.415
H102 -10.475 -14.481 -23.463

Charge: +3
Molar mass: 1249.2 g/mol
HOMO energy: -10.6 eV
Maximum force: 3.32 eV/Å


[2]
C12H21HoN9O6P2S | ωB97M-V/def2-TZVPD

Positions of all 52 atoms, in Å:
Ho1 -1.015 0.383 -0.006
C1 -1.243 -2.863 3.482
C2 -0.655 -1.726 2.714
N1 -1.318 -0.994 1.903
N2 -2.663 -1.291 1.689
C3 -3.386 -0.223 1.489
N3 -4.674 -0.441 1.047
S1 -2.886 1.445 1.661
C4 0.779 -1.375 2.882
C5 1.649 -2.149 3.539
C6 3.083 -1.827 3.552
C7 3.557 -0.718 2.996
C8 2.602 0.288 2.444
N4 1.175 -0.104 2.409
H1 -2.188 -3.166 3.042
H2 -1.427 -2.555 4.513
H3 -0.562 -3.712 3.499
H4 -4.970 -1.407 1.068
H5 -5.354 0.227 1.375
H6 1.315 -3.044 4.040
H7 3.763 -2.545 3.992
H8 4.617 -0.508 2.953
H9 2.690 1.247 2.968
N5 -2.617 1.820 -3.903
C9 -1.844 0.582 -3.472
C10 -1.549 -0.283 -4.689
P1 -0.325 1.167 -2.604
O1 0.439 1.927 -3.770
O2 0.418 0.034 -1.983
O3 -0.844 2.115 -1.537
P2 -2.994 -0.298 -2.282
O4 -3.448 1.030 -1.478
O5 -4.099 -0.916 -3.018
O6 -2.062 -1.016 -1.319
H10 -2.166 2.284 -4.692
H11 -2.691 2.467 -3.110
H12 -3.569 1.550 -4.170
H13 -0.984 0.272 -5.440
H14 -2.472 -0.672 -5.121
H15 -0.944 -1.134 -4.378
H16 1.394 1.795 -3.781
H17 -4.212 0.850 -0.899
N6 5.182 1.348 -0.980
C11 4.322 1.388 0.050
N7 4.743 2.016 1.173
N8 3.127 0.860 -0.129
C12 2.413 0.489 0.939
N9 1.155 0.127 0.970
H18 6.124 1.686 -0.909
H19 4.934 0.758 -1.755
H20 5.621 2.505 1.193
H21 4.057 2.310 1.843

Charge: +1
Molar mass: 646.3 g/mol
HOMO energy (alpha / beta): -10.4 / -10.4 eV
Maximum force: 0.94 eV/Å
Multiplicity: 5


[3]
C23H28CrN4O2PS2 | ωB97M-V/def2-TZVPD

Positions of all 61 atoms, in Å:
Cr1 0.087 0.109 0.157
S1 2.483 0.028 -0.054
C1 2.918 1.701 0.197
C2 4.270 2.018 0.352
C3 4.708 3.315 0.574
C4 6.109 3.574 0.740
N1 7.233 3.779 0.879
C5 3.764 4.352 0.643
C6 2.420 4.052 0.483
C7 1.967 2.750 0.261
S2 0.249 2.491 0.073
C8 4.167 5.708 0.882
N2 4.487 6.795 1.081
H1 4.997 1.218 0.304
H2 1.692 4.851 0.535
O1 -1.896 -0.013 -0.543
N3 -2.377 -1.176 -0.710
N4 -1.556 -2.117 -0.441
O2 -0.329 -1.894 -0.021
C9 -1.976 -3.472 -0.589
C10 -1.054 -4.473 -0.323
C11 -1.437 -5.799 -0.455
C12 -2.726 -6.126 -0.847
C13 -3.639 -5.110 -1.110
C14 -3.274 -3.782 -0.983
H3 -0.056 -4.194 -0.021
H4 -0.717 -6.580 -0.250
H5 -3.020 -7.162 -0.949
H6 -4.647 -5.355 -1.417
H7 -3.976 -2.988 -1.186
C15 1.528 -2.380 2.702
C16 0.395 -1.831 3.571
C17 0.798 -1.889 5.045
P1 -0.203 -0.179 2.917
C18 -2.019 -0.263 3.333
C19 -2.385 -0.381 4.811
C20 -2.803 0.865 2.659
C21 0.558 1.049 4.079
C22 -0.084 2.431 3.952
C23 2.050 1.148 3.749
H8 1.824 -3.371 3.059
H9 2.406 -1.733 2.731
H10 1.223 -2.462 1.661
H11 -0.476 -2.482 3.430
H12 1.712 -1.321 5.225
H13 1.002 -2.926 5.325
H14 0.031 -1.507 5.716
H15 -2.311 -1.196 2.833
H16 -1.992 0.460 5.387
H17 -2.006 -1.302 5.254
H18 -3.472 -0.381 4.931
H19 -2.614 1.829 3.130
H20 -3.875 0.664 2.736
H21 -2.553 0.956 1.602
H22 0.438 0.693 5.107
H23 -0.128 2.747 2.908
H24 0.518 3.161 4.500
H25 -1.091 2.457 4.367
H26 2.192 1.510 2.730
H27 2.564 0.189 3.829
H28 2.536 1.850 4.431

Charge: -1
Molar mass: 539.6 g/mol
HOMO energy (alpha / beta): -3.9 / -4.5 eV
Relative energy (zero: lowest compared OMol25 entry of this formula, charge and spin): 0.9 kJ/mol
Maximum force: 0.25 eV/Å
Multiplicity: 5


Please write out number 2 again, unchanged.
C12H21HoN9O6P2S | ωB97M-V/def2-TZVPD

Positions of all 52 atoms, in Å:
Ho1 -1.015 0.383 -0.006
C1 -1.243 -2.863 3.482
C2 -0.655 -1.726 2.714
N1 -1.318 -0.994 1.903
N2 -2.663 -1.291 1.689
C3 -3.386 -0.223 1.489
N3 -4.674 -0.441 1.047
S1 -2.886 1.445 1.661
C4 0.779 -1.375 2.882
C5 1.649 -2.149 3.539
C6 3.083 -1.827 3.552
C7 3.557 -0.718 2.996
C8 2.602 0.288 2.444
N4 1.175 -0.104 2.409
H1 -2.188 -3.166 3.042
H2 -1.427 -2.555 4.513
H3 -0.562 -3.712 3.499
H4 -4.970 -1.407 1.068
H5 -5.354 0.227 1.375
H6 1.315 -3.044 4.040
H7 3.763 -2.545 3.992
H8 4.617 -0.508 2.953
H9 2.690 1.247 2.968
N5 -2.617 1.820 -3.903
C9 -1.844 0.582 -3.472
C10 -1.549 -0.283 -4.689
P1 -0.325 1.167 -2.604
O1 0.439 1.927 -3.770
O2 0.418 0.034 -1.983
O3 -0.844 2.115 -1.537
P2 -2.994 -0.298 -2.282
O4 -3.448 1.030 -1.478
O5 -4.099 -0.916 -3.018
O6 -2.062 -1.016 -1.319
H10 -2.166 2.284 -4.692
H11 -2.691 2.467 -3.110
H12 -3.569 1.550 -4.170
H13 -0.984 0.272 -5.440
H14 -2.472 -0.672 -5.121
H15 -0.944 -1.134 -4.378
H16 1.394 1.795 -3.781
H17 -4.212 0.850 -0.899
N6 5.182 1.348 -0.980
C11 4.322 1.388 0.050
N7 4.743 2.016 1.173
N8 3.127 0.860 -0.129
C12 2.413 0.489 0.939
N9 1.155 0.127 0.970
H18 6.124 1.686 -0.909
H19 4.934 0.758 -1.755
H20 5.621 2.505 1.193
H21 4.057 2.310 1.843

Charge: +1
Molar mass: 646.3 g/mol
HOMO energy (alpha / beta): -10.4 / -10.4 eV
Maximum force: 0.94 eV/Å
Multiplicity: 5


Copy entry 3 word for word.
C23H28CrN4O2PS2 | ωB97M-V/def2-TZVPD

Positions of all 61 atoms, in Å:
Cr1 0.087 0.109 0.157
S1 2.483 0.028 -0.054
C1 2.918 1.701 0.197
C2 4.270 2.018 0.352
C3 4.708 3.315 0.574
C4 6.109 3.574 0.740
N1 7.233 3.779 0.879
C5 3.764 4.352 0.643
C6 2.420 4.052 0.483
C7 1.967 2.750 0.261
S2 0.249 2.491 0.073
C8 4.167 5.708 0.882
N2 4.487 6.795 1.081
H1 4.997 1.218 0.304
H2 1.692 4.851 0.535
O1 -1.896 -0.013 -0.543
N3 -2.377 -1.176 -0.710
N4 -1.556 -2.117 -0.441
O2 -0.329 -1.894 -0.021
C9 -1.976 -3.472 -0.589
C10 -1.054 -4.473 -0.323
C11 -1.437 -5.799 -0.455
C12 -2.726 -6.126 -0.847
C13 -3.639 -5.110 -1.110
C14 -3.274 -3.782 -0.983
H3 -0.056 -4.194 -0.021
H4 -0.717 -6.580 -0.250
H5 -3.020 -7.162 -0.949
H6 -4.647 -5.355 -1.417
H7 -3.976 -2.988 -1.186
C15 1.528 -2.380 2.702
C16 0.395 -1.831 3.571
C17 0.798 -1.889 5.045
P1 -0.203 -0.179 2.917
C18 -2.019 -0.263 3.333
C19 -2.385 -0.381 4.811
C20 -2.803 0.865 2.659
C21 0.558 1.049 4.079
C22 -0.084 2.431 3.952
C23 2.050 1.148 3.749
H8 1.824 -3.371 3.059
H9 2.406 -1.733 2.731
H10 1.223 -2.462 1.661
H11 -0.476 -2.482 3.430
H12 1.712 -1.321 5.225
H13 1.002 -2.926 5.325
H14 0.031 -1.507 5.716
H15 -2.311 -1.196 2.833
H16 -1.992 0.460 5.387
H17 -2.006 -1.302 5.254
H18 -3.472 -0.381 4.931
H19 -2.614 1.829 3.130
H20 -3.875 0.664 2.736
H21 -2.553 0.956 1.602
H22 0.438 0.693 5.107
H23 -0.128 2.747 2.908
H24 0.518 3.161 4.500
H25 -1.091 2.457 4.367
H26 2.192 1.510 2.730
H27 2.564 0.189 3.829
H28 2.536 1.850 4.431

Charge: -1
Molar mass: 539.6 g/mol
HOMO energy (alpha / beta): -3.9 / -4.5 eV
Relative energy (zero: lowest compared OMol25 entry of this formula, charge and spin): 0.9 kJ/mol
Maximum force: 0.25 eV/Å
Multiplicity: 5


> What is the charge in the third record?

-1